Entry 1:
C15H26N2OP | ωB97M-V with the def2-TZVPD basis set

Results
net charge = +1
largest force on an atom = 6.0 eV/A
E = -30278.4646 eV

```
45
Properties=species:S:1:pos:R:3:mulliken_charge:R:1
C 4.58467 5.47103 1.73961 -1.03
C 3.61595 4.22003 2.21980 -0.26
C 4.02572 2.78352 1.55926 -0.53
C 2.90198 1.60296 1.64578 -0.45
P 1.54801 1.81760 2.96034 0.10
C -0.21962 1.37688 2.31909 -0.62
C -0.82003 2.77409 1.38723 0.05
C -0.30435 2.78919 -0.27070 -0.42
O 0.27194 3.78355 0.90562 -0.38
H 5.67725 5.12284 1.45060 0.29
H 4.58205 6.34124 2.55401 0.31
H 4.09475 5.94123 0.75899 0.27
H 2.51046 4.56733 2.02924 0.15
H 3.74314 4.09516 3.40008 0.28
H 4.22355 2.97679 0.39932 0.27
H 5.05131 2.40429 2.02480 0.29
H 3.49148 0.60209 1.92353 0.47
H 2.44993 1.38343 0.56271 0.26
H 1.81205 0.85915 4.04248 0.19
H 1.47033 3.10757 3.58895 0.21
H -0.95829 1.28936 3.22359 0.39
H -0.23815 0.47460 1.57438 0.33
H -1.97878 3.18351 1.63878 0.31
H -0.55645 3.75402 -0.90215 0.35
H 0.75788 2.34865 -0.52238 0.19
N -2.70968 -2.77776 -0.43926 0.09
C -3.48679 -3.23339 0.59371 -0.39
C -3.71590 -2.18014 1.45067 -0.67
C -3.05872 -1.04801 0.91247 -0.42
C -2.44800 -1.44484 -0.25607 -0.38
H -2.38146 -3.33724 -1.21572 0.18
H -3.80803 -4.26567 0.63128 0.37
H -4.29490 -2.22233 2.36408 0.39
H -3.03421 -0.05049 1.33180 0.47
H -1.85011 -0.89460 -0.97030 0.37
N -1.65931 -4.80871 -3.75921 0.02
C -1.31421 -6.07450 -4.15572 -0.45
C -2.05498 -6.38715 -5.27362 -0.40
C -2.87130 -5.26824 -5.56502 -0.40
C -2.60446 -4.30712 -4.61583 -0.40
H -1.27589 -4.32073 -2.96015 0.19
H -0.57421 -6.64346 -3.60901 0.36
H -2.01120 -7.31985 -5.82089 0.38
H -3.57727 -5.17352 -6.37996 0.38
H -3.00614 -3.31236 -4.47624 0.35
```

Entry 2:
C15H26N6O7Tl | ωB97M-V with the def2-TZVPD basis set

Results
net charge = +1
largest force on an atom = 9.5 eV/A
relative energy (zero: lowest compared OMol25 entry of this formula, charge and spin) = 645.3 kJ/mol

```
55
Properties=species:S:1:pos:R:3:mulliken_charge:R:1
O -3.16650 -3.20431 -3.70336 -0.53
H -2.96120 -3.91790 -4.31616 0.31
Tl -0.38213 -1.08293 0.13084 0.93
N -1.15605 -0.52925 1.83261 0.23
N -2.05930 -0.34573 -0.54300 0.55
N 1.44095 -1.35056 0.83092 0.20
N 0.51234 -1.43623 -1.58170 0.45
O -0.66833 -0.76285 3.12458 -0.77
O 1.90337 -1.31742 2.16076 -0.49
O -0.01744 -1.39149 -2.88732 -0.40
O -2.32626 0.04239 -1.86247 -0.58
C -2.87765 0.25963 0.45668 0.25
C -2.40465 0.15216 1.72060 0.06
C 2.32591 -1.57170 -0.07192 0.29
C 1.78568 -1.55775 -1.49943 0.81
C -3.04985 0.68294 2.99729 -1.57
H -2.36045 1.35775 3.50540 0.32
H -3.27548 -0.14260 3.67273 0.34
H -3.97225 1.23090 2.82156 0.42
C -4.16897 0.93993 0.01099 -1.48
H -4.76924 0.24262 -0.57445 0.34
H -3.93640 1.79744 -0.62107 0.30
H -4.78406 1.29091 0.83586 0.42
C 3.82321 -1.79967 0.16373 -1.65
C 2.76252 -1.70337 -2.67208 -1.66
H 4.02666 -2.18207 1.16396 0.44
H 4.37449 -0.86655 0.05104 0.34
H 4.23852 -2.53035 -0.52948 0.43
H 2.36336 -1.27871 -3.59290 0.46
H 2.97922 -2.75411 -2.86219 0.36
H 3.70278 -1.18497 -2.48626 0.42
H 1.10288 -1.11952 2.66884 0.48
H -0.97538 -1.49929 -2.72867 0.36
C -2.72007 -3.56202 -2.45053 -0.50
H -3.18631 -3.02127 -1.63918 0.14
H -1.65106 -3.71227 -2.40020 0.21
H -3.10002 -4.57072 -2.28577 0.43
O -0.71137 -3.15027 1.18962 -0.69
H 0.19367 -2.80339 0.91491 0.48
H -1.17951 -2.35761 1.58672 0.56
N 3.43122 5.14982 1.27270 -0.35
C 2.09491 4.97248 1.10882 0.41
O 1.34189 5.87837 1.43691 -0.60
C 1.51501 3.68001 0.62166 0.99
C 2.29675 2.64854 0.10203 -1.05
C 1.72364 1.40893 -0.19547 -0.32
N 0.39120 1.12936 0.00818 0.01
C -0.38576 2.18484 0.43782 0.12
C 0.14497 3.44372 0.73369 -1.23
H 3.79129 6.03716 1.65702 0.25
H 4.11837 4.41207 1.07450 0.15
H 3.36301 2.75703 -0.03634 0.34
H 2.43065 0.69746 -0.53033 0.27
H -1.41685 2.10437 0.64673 0.44
H -0.51593 4.20606 1.13058 0.52
```

Entry 3:
C15H26NO2OsP | ωB97M-V with the def2-TZVPD basis set

Results
spin multiplicity = 5
net charge = +2
largest force on an atom = 4.6 eV/A
relative energy (zero: lowest compared OMol25 entry of this formula, charge and spin) = 252.6 kJ/mol

```
46
Properties=species:S:1:pos:R:3:lowdin_spin:R:1
C 2.29947 -0.34211 -3.12158 0.13
C 2.01644 -1.52140 -2.44053 0.10
C 1.20428 -1.51592 -1.30421 0.03
C 0.78814 -0.29487 -0.74559 0.14
C 1.01830 0.89012 -1.46725 0.17
C 1.76630 0.85538 -2.64240 0.00
C 0.79870 -2.85515 -0.76917 0.00
C 0.15999 -2.81116 0.61783 0.03
N 0.91439 -1.79149 1.46093 0.09
Os 0.03676 -0.08692 1.14484 1.93
C 0.44838 2.19073 -1.03222 0.19
P -0.63231 2.07832 0.53579 0.26
H 2.39277 -2.48759 -2.78908 0.00
H 1.91049 1.79248 -3.17786 0.00
H 2.91958 -0.36464 -4.01828 0.00
H -0.20890 2.60191 -1.81657 0.01
H 1.24467 2.92917 -0.85053 0.02
H 0.08681 -3.36289 -1.44676 0.00
H 1.67431 -3.52937 -0.74003 0.00
H -0.88787 -2.48633 0.56884 0.00
C -2.15052 2.68536 -0.33069 0.04
C 0.02878 3.58377 1.35143 0.01
H 0.19721 -3.76370 1.16146 0.00
C 0.97017 -2.19456 2.90139 0.03
C 1.46617 0.84511 2.26544 0.05
H -1.51342 1.72620 1.74631 0.24
H 1.94889 -1.94464 3.32977 0.00
H 0.16528 -1.71718 3.46992 0.00
H 0.87667 -3.28219 2.94011 0.00
H 2.17564 0.04206 2.52519 0.02
H 2.05050 1.65182 1.80777 0.01
H 1.01992 1.20673 3.20889 0.00
H 1.08777 3.69611 1.09653 0.00
H -0.54809 4.45634 1.02272 0.00
H -0.06377 3.49085 2.43584 0.00
H -2.05284 3.76158 -0.52563 0.00
H -2.26589 2.11559 -1.26039 0.00
H -3.02593 2.50649 0.30037 0.00
H 1.88775 -1.91837 1.14612 0.01
C -3.75098 -1.26394 -1.05434 0.03
C -2.41210 -0.60942 -0.78093 0.03
O -1.84782 -0.07351 -1.74375 0.28
O -1.98172 -0.65354 0.46177 0.11
H -4.44949 -0.49241 -1.40739 0.00
H -4.14945 -1.75317 -0.16579 0.00
H -3.61344 -1.98963 -1.86831 0.00
```

Entry 4:
C15H27BO10 | ωB97M-V with the def2-TZVPD basis set

Results
largest force on an atom = 3.8 eV/A
E = -37144.0390 eV

```
53
Properties=species:S:1:pos:R:3:mulliken_charge:R:1
C 3.48028 -0.19179 -1.60026 -1.55
C 1.97671 -0.10698 -1.76635 0.72
C 1.25502 0.32463 -0.52488 -0.44
O -0.02354 -0.26061 -0.69895 -0.23
C 0.16198 -1.36979 -1.47527 0.67
O -0.68263 -2.22730 -1.67066 -0.61
O 1.42335 -1.39179 -2.00313 -0.37
H 3.92279 0.80380 -1.50094 0.39
H 3.74847 -0.78191 -0.71698 0.35
H 3.93239 -0.69595 -2.46098 0.39
H 1.72677 0.53088 -2.62312 0.15
H 1.17612 1.41194 -0.44162 0.31
H 1.69365 -0.07399 0.39658 0.24
C -2.15560 -1.83077 1.20830 -1.48
C -1.36991 -1.65490 2.49175 1.02
C -1.04544 -2.94521 3.18327 -0.43
O -0.92539 -2.54183 4.53619 -0.33
C -1.72260 -1.44174 4.68330 0.58
O -2.01937 -0.93997 5.75429 -0.57
O -2.14600 -0.97868 3.46819 -0.38
H -1.53581 -2.27609 0.42445 0.29
H -3.03175 -2.46971 1.36473 0.42
H -2.53304 -0.86513 0.85545 0.33
H -0.46906 -1.05766 2.30426 -0.08
H -0.11242 -3.38971 2.82652 0.32
H -1.84568 -3.69049 3.11584 0.29
C 1.11147 1.63375 4.32190 -1.49
C 2.35559 2.40247 3.92600 0.55
C 2.17962 3.89135 3.95145 -0.52
O 3.13769 4.32576 3.00230 -0.32
C 3.29181 3.30041 2.11220 0.64
O 3.88956 3.38708 1.05293 -0.56
O 2.68386 2.16286 2.56664 -0.27
H 0.90069 1.74752 5.38937 0.43
H 0.23788 1.97561 3.75593 0.35
H 1.23181 0.56884 4.09628 0.28
H 3.20739 2.08431 4.53968 0.25
H 2.38515 4.32169 4.93530 0.31
H 1.18958 4.22023 3.61669 0.33
C -2.37352 -2.40354 -6.37305 -0.76
B -1.73216 -1.14030 -5.53741 0.55
O -2.19050 0.27591 -5.62639 -0.54
C -1.79296 0.99865 -4.40412 0.01
C -2.73359 0.70986 -3.09246 -0.72
H -1.71833 -3.35670 -6.08831 0.19
H -2.32657 -2.14311 -7.51545 0.24
H -3.49604 -2.54607 -6.00032 0.26
H -0.85443 -1.34325 -4.74908 -0.18
H -0.62712 0.84769 -4.19663 0.03
H -1.90706 2.16227 -4.64216 0.24
H -3.00507 -0.41333 -2.90962 0.21
H -3.75042 1.32614 -3.13631 0.33
H -2.17362 1.11464 -2.12534 0.15
```

- Look up the largest force on an atom of the fourth one.
  3.8 eV/A